[1]
A structure of composition C18H37IrOP3S. Source: the Open Molecules 2025 dataset; level of theory: ωB97M-V/def2-TZVPD.

The electronic energy comes out at -62824.14900 eV. The value obtained for the molecular weight is 586.699 g mol⁻¹. The calculation puts the frontier orbital gap (alpha / beta) at 0.2073 / 0.1930 Ha. The expectation value of S² is 6.02. As for the highest occupied orbital energy (alpha / beta): -13.477 / -17.959 eV. The energy relative to the best compared isomer or geometry (same formula, charge and spin) is 204.3 kJ/mol.

Structure (ORCA input):
```
! RIJCOSX wB97M-V def2-TZVPD def2/J DEFGRID3
* xyz 3 5
Ir 1.0590 -0.9348 0.3169
P 2.1394 -0.8887 -1.7657
P 3.0532 -0.1358 1.4447
P -0.9631 -1.7379 -0.5835
H 0.8949 1.5066 1.7109
C 0.1722 0.7227 1.4679
C 0.0825 -0.4743 2.2466
H 0.7534 -0.6174 3.0994
C 1.9749 0.7657 -2.5213
C 3.9434 -1.2279 -1.8358
C 1.6329 -2.0789 -3.0655
C 2.9601 0.3494 3.2037
C 4.3876 -1.3801 1.5196
C 3.7316 1.3768 0.6649
C -2.3570 -1.9335 0.5826
C -0.9243 -3.4497 -1.2260
C -1.4835 -0.7281 -2.0304
H -0.7392 1.0591 0.9760
H -0.8882 -0.9659 2.3139
H 2.4573 0.7826 -3.5078
H 2.4440 1.5242 -1.8837
H 0.9158 1.0182 -2.6408
H 4.2642 -1.2162 -2.8879
H 4.1443 -2.2307 -1.4382
H 4.5400 -0.4957 -1.2843
H 2.3307 -1.9966 -3.9118
H 0.6204 -1.9021 -3.4374
H 1.7051 -3.1010 -2.6724
H 3.8786 0.8956 3.4544
H 2.9021 -0.5524 3.8243
H 2.0956 0.9865 3.4069
H 5.3364 -0.8707 1.7323
H 4.4784 -1.9497 0.5902
H 4.1557 -2.0730 2.3383
H 4.4067 1.8491 1.3911
H 2.9196 2.0774 0.4335
H 4.2872 1.1559 -0.2512
H -3.2598 -2.1822 0.0072
H -2.5521 -1.0336 1.1780
H -2.1202 -2.7740 1.2500
H -1.9143 -3.6773 -1.6471
H -0.7264 -4.1296 -0.3871
H -0.1589 -3.5840 -1.9964
H -2.5653 -0.8542 -2.1837
H -0.9549 -1.0398 -2.9388
H -1.2775 0.3367 -1.8528
C -4.3665 2.4384 0.3058
C -4.7772 3.3470 -0.6835
C -5.7005 4.3439 -0.3727
C -6.2477 4.4075 0.9150
C -5.8689 3.4796 1.8955
C -4.9285 2.4902 1.5942
S -3.2039 1.1959 -0.0960
H -2.0209 1.8273 0.2265
H -4.3531 3.2448 -1.6797
H -5.9822 5.0730 -1.1315
H -6.9670 5.1884 1.1531
H -6.2952 3.5316 2.8996
H -4.6187 1.7479 2.3310
O 1.9435 -3.8001 0.8147
C 1.6042 -2.7062 0.6239
*
```

***

[2]
A structure of composition C18H37OP3STi. Source: the Open Molecules 2025 dataset; level of theory: ωB97M-V/def2-TZVPD.

The electronic energy comes out at -83083.83926 eV. The value obtained for the molecular weight is 442.349 g mol⁻¹. The calculation puts the frontier orbital gap (alpha / beta) at 0.1509 / 0.1513 Ha. As for the highest occupied orbital energy (alpha / beta): -20.116 / -20.116 eV. The energy relative to the best compared isomer or geometry (same formula, charge and spin) is 0.0 kJ/mol.

Structure (ORCA input):
```
! RIJCOSX wB97M-V def2-TZVPD def2/J DEFGRID3
* xyz 4 1
Ti -0.0784 0.1672 0.2553
P 2.0367 -1.2569 1.0835
P 1.2362 1.6490 2.2380
P -1.2951 -1.9595 0.2856
H 0.0908 3.2168 0.1598
C -0.6771 2.5947 -0.3569
C -1.6577 1.9474 0.4388
H -1.6669 2.0622 1.5433
C 3.1910 -1.0237 -0.3292
C 3.2763 -1.1141 2.4708
C 2.0394 -3.1045 1.1472
C 0.4228 3.1849 2.8402
C 1.6665 1.1750 3.9834
C 2.8779 2.2349 1.6515
C -3.0536 -1.5548 0.0724
C -1.3433 -3.2371 1.5808
C -0.7223 -2.9133 -1.1742
H -0.8937 2.7880 -1.4488
H -2.6088 1.6896 -0.0497
H 4.0693 -1.6807 -0.1551
H 3.5138 0.0290 -0.3930
H 2.6708 -1.3241 -1.2537
H 4.1223 -1.8063 2.3190
H 2.8163 -1.3891 3.4307
H 3.6996 -0.1073 2.5536
H 3.0820 -3.4766 1.1947
H 1.5561 -3.5207 0.2575
H 1.5241 -3.4597 2.0550
H 1.2053 3.9157 3.1013
H -0.1389 2.9415 3.7681
H -0.2645 3.6242 2.1019
H 2.3433 1.9307 4.4184
H 2.1448 0.2019 4.1052
H 0.7505 1.1760 4.5913
H 3.1815 3.1073 2.2511
H 2.7888 2.5213 0.5952
H 3.6487 1.4566 1.7359
H -3.5024 -2.3966 -0.4740
H -3.2007 -0.6347 -0.5109
H -3.5285 -1.4228 1.0562
H -2.1897 -3.9042 1.3579
H -1.4525 -2.7968 2.5881
H -0.4119 -3.8274 1.5616
H -1.6441 -3.2198 -1.6924
H -0.1924 -3.7923 -0.7742
H -0.0817 -2.3427 -1.8606
C -1.8162 0.8469 -3.6617
C -1.2580 0.3826 -4.8816
C -1.7913 0.8641 -6.0934
C -2.8682 1.7733 -6.1015
C -3.4835 2.0992 -4.8931
C -2.9937 1.6338 -3.6724
S -1.2749 0.1163 -2.0869
H 0.1888 0.2005 -1.9770
H -0.4482 -0.3643 -4.8499
H -1.3512 0.5249 -7.0525
H -3.2308 2.1389 -7.0687
H -4.3810 2.7005 -4.9108
H -3.5210 1.8085 -2.7326
O -0.6708 -0.7405 3.3789
C -0.4510 -0.3331 2.2824
*
```

***

[3]
A cluster of 9 separate species, C18H38BCl16IO4S in total. Source: the Open Molecules 2025 dataset; level of theory: ωB97M-V/def2-TZVPD.

The electronic energy comes out at -247446.83453 eV. The value obtained for the molecular weight is 1055.529 g mol⁻¹. The calculation puts the frontier orbital gap at 0.3135 Ha. As for the highest occupied orbital energy: -9.680 eV.

Structure (ORCA input):
```
! RIJCOSX wB97M-V def2-TZVPD def2/J DEFGRID3
* xyz 0 1
C -2.0222 4.4117 0.4518
C -0.6138 4.5862 -0.1199
B 0.1786 3.2541 -0.2508
O -0.0467 2.4090 -1.2546
O 1.2484 2.8682 0.6052
S 0.8699 2.3055 2.0370
O -0.4797 1.8574 1.9898
O 0.8523 3.7127 2.9142
I -0.5713 3.6308 4.3478
H -2.5451 5.3505 0.3699
H -2.0218 4.1333 1.4914
H -2.6066 3.6976 -0.1064
H -0.0947 5.3211 0.4731
H -0.7211 4.9843 -1.1166
H -0.9994 2.3875 -1.4738
Cl -3.5421 1.9796 4.3415
C -3.3344 0.2082 4.3097
C -3.6898 -0.3722 2.9702
Cl -5.4375 -0.2564 2.6315
H -3.9400 -0.2132 5.1066
H -2.2848 0.0087 4.5197
H -3.4285 -1.4271 2.9533
H -3.1576 0.1335 2.1696
Cl 5.4558 3.3211 2.3952
C 4.1710 4.4785 2.8381
C 4.1492 5.6808 1.9389
Cl 5.5827 6.7262 2.1563
H 4.3156 4.7539 3.8788
H 3.2228 3.9606 2.7425
H 3.2754 6.2890 2.1647
H 4.1071 5.3871 0.8951
Cl -1.6657 2.3413 -4.2679
C -0.4008 1.0895 -4.1319
C -0.6629 -0.1049 -5.0065
Cl -2.0963 -1.0200 -4.4750
H -0.3428 0.8013 -3.0874
H 0.5421 1.5529 -4.4148
H 0.1910 -0.7772 -4.9430
H -0.8185 0.1705 -6.0455
Cl -0.4445 -1.7245 -1.2202
C -0.9971 -3.4147 -1.3530
C -2.4946 -3.5164 -1.4240
Cl -3.2807 -3.0691 0.1119
H -0.5945 -3.9641 -0.5082
H -0.5667 -3.8070 -2.2688
H -2.7750 -4.5476 -1.6312
H -2.8971 -2.8752 -2.2029
Cl 3.6788 8.7243 -1.4052
C 5.0505 7.6054 -1.6122
C 4.7038 6.4466 -2.5087
Cl 3.5060 5.3576 -1.7582
H 5.3556 7.2687 -0.6249
H 5.8657 8.1742 -2.0548
H 5.5963 5.8547 -2.7013
H 4.2939 6.7823 -3.4567
Cl -0.2346 -6.4385 -1.9690
C -0.8433 -8.1097 -2.0818
C -2.3468 -8.1464 -2.1418
Cl -3.0892 -7.6128 -0.6098
H -0.4653 -8.6585 -1.2244
H -0.4296 -8.5463 -2.9885
H -2.6817 -9.1653 -2.3241
H -2.7254 -7.5056 -2.9331
Cl -3.0645 -7.9814 3.8277
C -4.4039 -6.8060 3.7910
C -4.1138 -5.6443 2.8797
Cl -2.8065 -4.6063 3.5018
H -4.5841 -6.4744 4.8094
H -5.2839 -7.3365 3.4327
H -5.0005 -5.0198 2.7891
H -3.8226 -5.9801 1.8883
Cl 2.7222 -2.9080 -2.0686
C 3.1681 -1.5921 -0.9533
C 4.5704 -1.7419 -0.4287
Cl 4.7350 -3.1455 0.6574
H 2.4390 -1.5835 -0.1480
H 3.0832 -0.6599 -1.5087
H 4.8371 -0.8586 0.1481
H 5.2849 -1.8633 -1.2378
*
```